17
Properties=species:S:1:pos:R:3:forces:R:3:nbo_charge:R:1 method="wB97M-V/def2-TZVPD" charge=0 homo_ev="-7.27 / -7.27" energy_ev=-8426.32429 e_lumo_ev="-0.24 / -0.24" e_above_lowest_kcal_mol=113.37 homo_lumo_gap_ev="7.02 / 7.03"
C -1.537 -0.491 -0.502 0.0 0.0 -0.1 -0.4268
C -0.690 -1.169 0.574 -0.2 0.1 0.1 -0.0841
O 0.581 -1.479 -0.023 0.2 0.2 -0.2 -0.4328
C 1.479 -0.533 -0.116 0.2 -0.4 0.5 0.3564
C 1.672 0.584 0.743 -0.2 0.1 0.1 -0.5604
C 0.791 1.574 1.092 0.3 -0.4 0.5 -0.3276
C -0.807 0.708 -1.103 -0.4 0.1 -0.3 -0.5858
H -2.490 -0.219 -0.033 0.1 0.0 -0.1 0.2203
H -1.747 -1.224 -1.287 -0.1 0.0 0.1 0.2040
H -0.537 -0.502 1.430 0.0 0.0 -0.1 0.2187
H -1.103 -2.130 0.889 0.1 0.2 -0.1 0.1985
H 2.244 -0.835 -0.837 0.2 -0.1 0.5 0.1957
H 0.272 0.514 -1.034 -0.3 0.6 -0.2 0.1944
H 2.730 0.524 1.056 0.0 0.3 -0.3 0.2319
H 1.145 2.218 1.911 0.3 -0.2 0.0 0.1346
H -0.960 0.822 -2.175 -0.4 -0.1 -0.1 0.2062
H -1.043 1.639 -0.585 0.2 -0.4 -0.3 0.2568